Below is C33H50N9O14 as an isolated structure, with properties calculated with ωB97M-V with the def2-TZVPD basis set.

The value obtained for the total energy is -77080.1556 eV. Its energy above the lowest of the compared OMol25 structures with the same formula, charge and spin is 2.949 eV. As for the total charge: -1.

Geometry as XYZ:
```
106
C33H50N9O14, DFT ωB97M-V with the def2-TZVPD basis set
N 0.29066 0.41190 0.85361
O 0.69963 -0.69078 0.38382
O 0.26189 1.38737 0.13725
O -0.35373 0.39726 2.03161
C -0.36135 -1.02073 -2.78701
C 0.87172 -0.26608 -3.06627
C 1.19706 -0.08706 -4.48068
C 0.14846 -0.46310 -5.60536
C -1.19897 -1.26534 -5.18310
C -1.22419 -1.60946 -3.72361
N 0.42977 0.03232 -6.95400
O 0.08578 -0.73924 -7.97078
O 1.28974 0.82402 -7.15245
H -0.63650 -1.35946 -1.86138
H 1.51349 0.04771 -2.27112
H 2.06323 0.56096 -4.83761
H -1.90206 -1.36133 -5.97132
H -2.09850 -2.19488 -3.52203
C -1.34608 -3.82667 0.13549
C -1.02589 -5.34413 0.00340
C -2.24280 -6.29427 -0.46695
C -3.37980 -5.73689 -1.11467
C -3.53939 -4.21183 -1.15940
C -2.46152 -3.32995 -0.51831
N -4.53281 -6.59944 -1.60569
O -5.65966 -6.10975 -1.99223
O -4.40651 -7.77291 -1.55355
H -0.65124 -3.14958 0.77900
H -0.29025 -5.84007 0.51773
H -1.96906 -7.35410 -0.18487
H -4.44750 -3.78708 -1.54208
H -2.55870 -2.32892 -0.29703
C 3.95078 -0.44922 3.86237
C 3.01707 0.19213 2.93049
C 3.45946 1.45640 2.21632
C 4.90789 1.88808 2.23231
C 5.90880 1.17707 3.28583
C 5.28015 -0.10032 4.01772
N 5.51846 2.97561 1.54344
O 6.49461 3.49516 2.01091
O 5.01501 3.22180 0.48454
H 3.66307 -1.37033 4.47006
H 2.11099 -0.23872 2.68785
H 2.60586 2.08038 1.63157
H 6.86058 1.53709 3.36687
H 6.00266 -0.72602 4.71665
C 1.73622 -3.73364 2.53425
O 1.00615 -4.25033 3.37702
N 2.59015 -4.39939 1.67053
C 3.36402 -3.57017 0.71716
C 2.52717 -5.81464 1.54748
H 1.75134 -2.66098 2.29054
H 4.12621 -3.96925 0.08348
H 3.54465 -2.33524 1.02594
H 2.64076 -3.42412 -0.04200
H 3.14518 -6.33096 2.32399
H 3.19822 -6.12877 0.63508
H 1.58410 -6.26095 1.66946
C 0.72058 3.16987 3.69898
O 0.71177 2.79178 4.88292
N 1.31889 4.28541 3.18910
C 1.15102 4.69573 1.84836
C 1.96673 5.27767 4.05648
H 0.24062 2.27624 2.94335
H 1.32935 5.78365 1.43673
H 0.07030 4.39568 1.90649
H 1.53501 4.02592 1.02564
H 2.06758 6.27183 3.58138
H 2.75495 4.86570 4.57842
H 1.20839 5.55916 4.90129
C 0.84299 3.63348 -2.57140
O -0.13642 3.98913 -3.31829
N 2.14542 3.83924 -2.87815
C 3.21221 3.21775 -1.95216
C 2.52281 4.43080 -4.06663
H 0.68616 3.14715 -1.53049
H 4.05630 2.68349 -2.45772
H 2.82550 2.78224 -1.12456
H 4.01589 3.85511 -1.73988
H 2.03596 4.20064 -5.02681
H 3.85179 4.28084 -3.99369
H 2.48629 5.51737 -3.98474
C -3.00615 2.08026 -0.86730
O -3.43732 2.49426 0.22641
N -3.55818 2.20100 -2.05407
C -3.00308 1.76436 -3.32460
C -4.65825 3.20803 -2.02935
H -2.09237 1.36441 -0.85314
H -3.31293 0.58225 -3.27562
H -2.01658 1.83182 -3.42330
H -3.59200 1.99649 -4.13725
H -5.16937 3.62362 -2.81542
H -4.15362 4.07018 -1.56368
H -5.39659 2.74338 -1.39158
C -4.49133 -1.94004 3.98382
O -5.31597 -2.65149 4.42439
N -4.86382 -0.99179 3.07131
C -3.81147 -0.25743 2.32082
C -6.29645 -0.65629 2.81213
H -3.50556 -2.12933 3.89969
H -3.54645 0.45113 3.21876
H -4.27748 0.34719 1.48063
H -2.97364 -1.02043 2.13178
H -6.64869 -1.50808 2.32619
H -6.34373 0.39049 2.31182
H -6.72352 -0.14907 3.81267
```

Löwdin population analysis, charges in e, atoms 1 to 99: -0.56, -0.09, -0.05, -0.12, -0.07, -0.02, 0.03, -0.05, 0.08, -0.09, -0.36, -0.03, 0.07, 0.04, 0.08, 0.11, 0.07, 0.08, -0.05, 0.05, 0.02, -0.12, 0.08, -0.09, -0.35, 0.00, 0.08, 0.12, 0.01, 0.11, 0.08, 0.06, -0.13, -0.02, 0.05, -0.09, 0.11, -0.08, -0.43, 0.08, 0.07, 0.12, 0.03, 0.12, 0.03, 0.12, -0.33, 0.01, -0.20, -0.06, -0.08, 0.11, 0.06, 0.17, 0.05, 0.09, 0.12, 0.05, -0.33, -0.03, -0.23, -0.11, -0.05, 0.17, 0.13, 0.10, 0.06, 0.08, 0.05, 0.12, -0.29, -0.07, -0.19, -0.03, -0.10, 0.13, 0.10, 0.02, 0.04, 0.09, 0.17, 0.07, -0.36, -0.03, -0.17, -0.02, -0.02, 0.15, 0.13, 0.02, 0.06, 0.05, 0.10, 0.08, -0.38, 0.04, -0.24, -0.05, -0.05

Below is one molecule with the formula C4H11N2PS2, with properties calculated with ωB97M-V with the def2-TZVPD basis set.

The value obtained for the total energy is -38262.2403 eV. As for the spin multiplicity: 3. As for the total charge: 0.

Geometry as XYZ:
```
20
C4H11N2PS2, DFT ωB97M-V with the def2-TZVPD basis set
C 2.11527 0.39846 -0.08769
C 0.73565 -1.62646 0.57374
C 0.43087 -0.60159 -1.69618
C 0.76342 -0.34034 -0.16120
N -2.08129 0.19940 0.42091
N -3.79347 2.20903 0.83184
P -0.40323 1.16236 0.32782
S -3.55815 0.77307 0.27285
S 0.14780 1.87218 2.09113
H 2.42612 0.40749 0.97391
H 2.77717 -0.01266 -0.72707
H 2.02341 1.36696 -0.37180
H 0.96162 -2.46669 -0.15874
H -0.21572 -1.86377 0.97181
H 1.45686 -1.72795 1.39131
H -0.49818 -1.00226 -1.88348
H 0.71563 0.35897 -2.16886
H 1.06859 -1.31132 -2.00529
H -1.81287 -0.71717 0.12126
H -3.25949 2.92229 1.28372
```

List of Löwdin charges in e, atom by atom: -0.14, -0.09, -0.08, -0.70, -0.61, -0.41, 0.56, 0.71, 0.23, 0.08, 0.05, 0.02, 0.11, 0.05, 0.09, 0.05, 0.10, 0.03, -0.01, -0.03

Below is one molecule with the formula C15H21NO2, with properties calculated with ωB97M-V with the def2-TZVPD basis set.

The value obtained for the total energy is -21479.3562 eV. Its energy above the lowest of the compared OMol25 structures with the same formula, charge and spin is 2.338 eV. As for the total charge: 0.

Geometry as XYZ:
```
39
C15H21NO2, DFT ωB97M-V with the def2-TZVPD basis set
C 2.29590 -4.29467 -0.20208
C 1.73415 -3.65523 1.01767
C 0.67305 -4.57825 1.59434
O 0.04252 -4.01237 2.76899
C 1.24497 -2.28633 0.60827
C -0.07158 -2.03556 0.18181
C -0.49942 -0.74718 -0.13637
C 0.39650 0.35341 -0.05425
C -0.04061 1.77098 -0.42979
C -0.57154 1.85011 -1.87182
C -1.17749 3.20742 -2.22243
C -2.31209 3.49291 -1.24096
C -1.71922 3.55793 0.09468
N -1.66208 4.63224 0.85376
O -2.23140 5.80999 0.32898
C -1.07375 2.31697 0.59340
C 1.71606 0.12888 0.42618
C 2.12003 -1.18500 0.76560
H 1.55013 -4.34607 -0.97914
H 3.15864 -3.73716 -0.60655
H 2.63624 -5.29179 0.01349
H 2.49384 -3.55937 1.79549
H -0.09231 -4.84019 0.82983
H 1.12361 -5.54552 1.87795
H -0.23572 -3.09697 2.57569
H -0.75330 -2.86271 0.05679
H -1.48468 -0.58885 -0.49374
H 0.81521 2.48858 -0.41623
H 0.27143 1.61735 -2.51496
H -1.32327 1.11769 -2.03706
H -0.38114 3.95185 -2.06255
H -1.54134 3.25504 -3.24395
H -3.02410 2.65253 -1.19837
H -2.81297 4.42231 -1.52990
H -2.42525 6.41881 1.06406
H -1.85894 1.59916 0.73585
H -0.57454 2.45078 1.53323
H 2.46350 0.93322 0.45354
H 3.13099 -1.36497 1.07056
```

List of Löwdin charges in e, atom by atom: -0.07, -0.36, -0.23, -0.07, -0.20, -0.03, -0.02, -0.17, -0.26, -0.17, -0.17, -0.14, -0.31, 0.04, -0.08, -0.09, -0.01, -0.01, 0.09, 0.10, 0.08, 0.15, 0.12, 0.13, 0.08, 0.11, 0.10, 0.15, 0.12, 0.10, 0.13, 0.11, 0.13, 0.11, 0.09, 0.12, 0.12, 0.11, 0.10

Below is C22H50NNiPSi4 as an isolated structure, with properties calculated with ωB97M-V with the def2-TZVPD basis set.

The value obtained for the total energy is -106956.2428 eV. As for the spin multiplicity: 3. As for the total charge: 0.

Geometry as XYZ:
```
79
C22H50NNiPSi4, DFT ωB97M-V with the def2-TZVPD basis set
C -1.80958 3.78543 -3.11715
C -0.56179 3.80699 -2.50309
C -0.24285 2.99020 -1.40889
C -1.20726 2.04819 -0.97332
C -2.49256 2.11746 -1.50508
C -2.79138 2.93331 -2.61240
C 1.14573 3.17585 -0.91649
C 1.48948 3.41965 0.58751
N 0.50090 3.34432 1.60933
Ni -1.07894 0.33828 -0.01849
C -3.61705 1.27069 -0.91517
P -3.01639 0.73497 0.73282
H 0.20046 4.48126 -2.89618
H -3.80385 2.90656 -3.02899
H -2.02184 4.42368 -3.98301
H -3.76545 0.38289 -1.55275
H -4.54723 1.85019 -0.79492
H 1.76147 2.33102 -1.27056
H 1.54846 4.06848 -1.41567
H 2.31124 2.74050 0.86343
C -3.91668 -0.73703 1.17785
C -3.64929 2.03758 1.79762
H 1.89817 4.45220 0.64504
C -0.59902 4.26129 1.65142
C 0.82068 2.63211 2.81032
H -0.00144 -0.16724 -1.04181
H -0.28172 5.25086 2.02641
H -1.02416 4.39233 0.64880
H -1.36506 3.88362 2.34337
H 1.36977 3.27333 3.54534
H -0.10302 2.28941 3.31387
H 1.45485 1.75139 2.58877
H -4.73627 1.88482 1.86299
H -3.17250 1.94614 2.78094
H -3.42697 3.03125 1.38774
H -4.96273 -0.45204 1.30853
H -3.81440 -1.51458 0.41554
H -3.47963 -1.10646 2.11131
H -0.36844 -0.44909 1.07702
C -1.85413 -3.53997 -0.85471
Si -0.36292 -2.66275 -1.58742
C 0.87214 -3.90813 -2.28960
C -0.91115 -1.51140 -3.00077
Si 0.64473 -1.28055 0.04344
Si 0.98247 -2.69262 1.95929
C 1.46410 -4.42467 1.39794
C 2.33139 -1.96660 3.06225
C -0.64873 -2.74264 2.90460
Si 2.84330 -0.83000 -0.72539
C 3.85699 -2.42601 -0.65827
C 2.71936 -0.21884 -2.51384
C 3.75385 0.45798 0.30034
H -2.28037 -4.20171 -1.62501
H -2.63708 -2.82681 -0.56867
H -1.59762 -4.14965 0.02281
H 0.37297 -4.49648 -3.07281
H 1.74212 -3.43648 -2.76253
H 1.24680 -4.62463 -1.54903
H -1.64294 -0.76171 -2.66434
H -0.06449 -0.96886 -3.44173
H -1.38820 -2.11433 -3.78827
H 2.47466 -4.45563 0.97084
H 1.44967 -5.07458 2.28775
H 0.76441 -4.84640 0.66324
H 1.94585 -1.09864 3.61777
H 2.63345 -2.73138 3.79599
H 3.22583 -1.65106 2.50691
H -0.91423 -1.74813 3.29017
H -1.48150 -3.11559 2.29018
H -0.52411 -3.41871 3.76605
H 3.44480 -3.22734 -1.28663
H 4.85861 -2.17422 -1.04162
H 3.97177 -2.80860 0.36514
H 2.15387 0.72172 -2.60150
H 3.75248 -0.04184 -2.85942
H 2.26229 -0.96274 -3.18199
H 3.75830 1.42988 -0.22157
H 3.33935 0.59189 1.30663
H 4.79821 0.12842 0.41174
```

List of Löwdin charges in e, atom by atom: -0.09, -0.06, -0.25, -0.16, -0.33, -0.06, -0.13, -0.18, -0.30, 0.15, -0.29, 0.80, 0.10, 0.11, 0.10, 0.09, 0.09, 0.09, 0.10, 0.09, -0.25, -0.23, 0.12, -0.09, -0.10, -0.07, 0.08, 0.08, 0.07, 0.09, 0.08, 0.07, 0.05, 0.05, 0.05, 0.05, 0.03, 0.04, -0.08, -0.21, 0.39, -0.22, -0.21, 0.31, 0.38, -0.22, -0.22, -0.23, 0.40, -0.21, -0.21, -0.22, 0.03, 0.00, 0.02, 0.03, 0.02, 0.02, 0.01, 0.02, 0.03, 0.02, 0.03, 0.01, 0.03, 0.03, 0.01, 0.02, 0.02, 0.03, 0.01, 0.03, 0.02, 0.02, 0.04, 0.02, 0.02, 0.01, 0.03